Below is a single C5H6N2O3 molecule at a distorted geometry, with properties calculated with ωB97M-V with the def2-TZVPD basis set.

As for the relative energy (zero: lowest compared OMol25 entry of this formula, charge and spin): 154.2 kcal per mole. For the LUMO energy, the calculation gives -0.2 eV. As for the SMILES: Cc1noc(C)c1[N+](=O)[O-]. The total energy comes out at -529.1250 Eh. The value obtained for the HOMO-LUMO gap is 10.12 eV.

Geometry as ORCA input:
```
! RIJCOSX wB97M-V def2-TZVPD def2/J DEFGRID3
* xyz 0 1
C 2.222 -1.500 -0.102
C 1.349 -0.284 0.087
N 1.672 0.946 -0.049
O 0.669 1.803 -0.166
C -0.475 1.036 -0.107
C -1.595 1.789 0.053
C -0.135 -0.234 0.255
N -1.300 -1.128 -0.064
O -1.313 -2.324 -0.003
O -2.364 -0.591 -0.185
H 1.618 -2.235 -0.798
H 2.124 -1.946 0.934
H 3.270 -1.458 -0.306
H -2.331 1.340 0.869
H -1.970 2.044 -0.977
H -1.440 2.742 0.559
*
```

Here are the natural (NBO) charges for atoms 1 to 8, given in e: -0.65 0.18 -0.13 -0.25 0.36 -0.69 -0.11 0.54